{
  "formula": "C12H51N3O24S",
  "method": "ωB97M-V/def2-TZVPD",
  "species": ["C", "C", "O", "O", "C", "O", "C", "C", "C", "C", "C", "O", "O", "C", "C", "N", "C", "N", "S", "N", "C", "H", "H", "H", "H", "H", "H", "H", "H", "H", "H", "H", "H", "H", "O", "H", "H", "O", "H", "H", "O", "H", "H", "O", "H", "H", "O", "H", "H", "O", "H", "H", "O", "H", "H", "O", "H", "H", "O", "H", "H", "O", "H", "H", "O", "H", "H", "O", "H", "H", "O", "H", "H", "O", "H", "H", "O", "H", "H", "O", "H", "H", "O", "H", "H", "O", "H", "H", "O", "H", "H"],
  "xyz": [[0.4461, 2.9866, 0.9787], [-1.0478, 2.7576, 1.0970], [-1.7323, 3.2471, 1.9553], [-1.6134, 1.9565, 0.0880], [-2.5876, 1.0876, 0.5660], [-3.6299, 1.0504, -0.0353], [-2.4222, 0.2269, 1.8225], [-1.0600, -0.4441, 1.9871], [0.0006, -0.3345, 1.1580], [1.2874, -0.9816, 1.3993], [2.3727, -0.6770, 0.3262], [2.4290, -1.6235, -0.7636], [1.3400, -1.2969, -1.5924], [1.4832, -1.7823, 2.5151], [2.8114, -2.4835, 2.8576], [3.2136, -2.1337, 4.2438], [0.3620, -1.9693, 3.4191], [0.3122, -2.7063, 4.5204], [-1.1814, -2.5592, 5.1309], [-1.8344, -1.5417, 4.0511], [-0.8987, -1.2813, 3.1432], [1.0180, 2.0540, 1.1195], [0.7238, 3.3754, -0.0068], [0.8135, 3.7005, 1.7235], [-2.6950, 0.7524, 2.7541], [-3.1625, -0.5943, 1.7346], [-0.0838, 0.2613, 0.2478], [3.3464, -0.5548, 0.8268], [2.1030, 0.3186, -0.0717], [0.6332, -1.8986, -1.2919], [2.6933, -3.5696, 2.7341], [3.5663, -2.0610, 2.1803], [2.7428, -1.2574, 4.4645], [4.2000, -1.8836, 4.2672], [-5.9329, 0.4804, -1.5217], [-6.5854, 1.1870, -1.5688], [-5.3792, 0.7201, -0.7612], [-4.8081, -1.8209, 1.4748], [-5.1120, -2.5920, 1.9678], [-5.0795, -2.0017, 0.5648], [0.1313, 2.3831, -2.1797], [-0.6545, 1.8382, -2.0621], [0.7582, 1.7983, -2.6210], [0.1048, 5.6018, 0.0928], [-0.1074, 6.2917, 0.7296], [-0.2009, 5.9624, -0.7428], [5.2162, -2.8387, -1.2350], [4.3360, -2.4645, -1.0762], [5.6651, -2.1778, -1.7702], [-0.7153, 1.5085, -4.7663], [-0.0161, 2.1263, -5.0126], [-1.2727, 2.0186, -4.1736], [-0.1916, 4.5477, -4.8763], [-1.0323, 4.6669, -5.3314], [-0.4323, 4.1362, -4.0361], [-2.0953, -2.7581, -0.3476], [-2.6467, -1.9825, -0.1990], [-2.2722, -3.3192, 0.4150], [6.3501, -1.9129, 1.9473], [5.7888, -2.2363, 1.2317], [7.0105, -2.6027, 2.0614], [-6.5375, 0.7811, 1.3807], [-7.0760, 0.4768, 0.6425], [-5.9023, 0.0666, 1.5085], [4.2201, -4.5058, 0.8780], [4.7037, -5.2894, 1.1541], [4.4753, -4.3865, -0.0438], [0.5980, 8.1810, -0.3015], [1.4988, 7.9207, -0.5223], [0.2023, 8.4030, -1.1513], [3.6547, -1.0876, -3.5969], [3.1983, -1.9225, -3.7634], [3.4711, -0.9004, -2.6665], [4.6634, -5.6302, -1.7481], [5.5540, -5.8734, -2.0211], [4.2105, -5.4393, -2.5755], [-8.0090, -1.2378, -3.2765], [-8.6640, -0.5349, -3.3247], [-7.4558, -0.9933, -2.5236], [-1.2233, 4.3634, 4.6420], [-1.5487, 3.5892, 5.1105], [-1.4572, 4.1969, 3.7192], [-8.1430, 1.6735, 4.2497], [-7.6950, 0.8766, 4.5477], [-7.8408, 1.7819, 3.3393], [2.3775, -1.2090, -6.2171], [1.6624, -0.5663, -6.1745], [2.9850, -0.9346, -5.5187], [6.4655, -3.1472, -4.0702], [5.7841, -2.4624, -4.0779], [7.0522, -2.8901, -3.3525]],
  "forces_ev_per_a": [[0.46, -0.31, -0.23], [1.10, 0.95, 0.44], [-0.07, -0.78, -0.66], [0.17, -0.37, 1.38], [-1.75, 0.40, 0.19], [0.82, -0.21, -0.07], [0.85, -0.73, -0.33], [-0.51, 0.32, 0.56], [0.61, -0.32, -0.22], [-0.12, -0.38, -0.02], [-0.85, 0.62, 1.37], [0.64, 0.57, 1.12], [-0.75, -0.18, -0.52], [0.53, -0.31, -0.23], [-0.34, 1.14, -0.05], [-0.19, 0.43, -0.11], [-0.66, 0.99, -0.95], [-0.38, -0.14, 0.12], [0.45, 0.31, -0.53], [0.00, -0.16, 0.11], [0.80, -0.45, 0.20], [-0.50, 0.16, -0.02], [-0.35, -0.23, 0.22], [-0.53, -0.18, -0.11], [0.16, 0.16, -0.56], [0.27, 0.71, -0.04], [0.10, -0.20, 0.29], [-0.10, -0.58, -0.61], [0.28, -0.48, -0.19], [0.13, 0.02, -0.02], [0.25, 0.41, -0.06], [-0.21, -0.79, -0.10], [0.07, -0.21, 0.27], [-0.06, -0.31, -0.17], [-0.32, -0.13, 0.17], [0.11, 0.07, -0.11], [0.07, 0.05, -0.25], [-0.21, -0.20, -0.28], [0.02, 0.08, 0.11], [-0.01, 0.04, 0.00], [0.09, 0.12, -0.01], [0.05, -0.01, 0.18], [-0.08, -0.01, -0.09], [-0.25, -0.45, 0.08], [0.08, 0.13, -0.12], [0.04, 0.09, 0.04], [-0.13, 0.45, 0.27], [0.05, -0.07, -0.09], [-0.06, 0.01, 0.00], [0.11, -0.24, -0.19], [-0.12, 0.10, -0.09], [-0.05, -0.02, -0.06], [-0.14, -0.13, 0.14], [0.06, 0.03, -0.07], [0.17, 0.12, 0.10], [0.02, 0.05, -0.01], [0.01, 0.00, -0.02], [0.07, 0.00, -0.01], [-0.09, 0.13, -0.03], [0.05, -0.21, -0.04], [-0.04, -0.01, 0.01], [-0.15, 0.07, 0.08], [-0.03, -0.01, 0.05], [0.10, -0.10, 0.14], [0.03, 0.21, 0.33], [-0.09, -0.04, -0.03], [0.08, -0.29, -0.23], [0.02, 0.43, -0.26], [-0.01, -0.05, 0.10], [0.01, 0.17, 0.06], [0.31, -0.18, 0.08], [-0.10, 0.05, 0.11], [-0.14, -0.01, -0.17], [-0.01, -0.36, -0.11], [0.01, 0.10, -0.01], [0.02, 0.07, 0.02], [-0.05, 0.07, 0.19], [-0.03, -0.06, -0.07], [0.17, 0.02, -0.12], [0.00, -0.02, -0.04], [0.00, 0.05, 0.03], [0.04, -0.03, 0.03], [0.02, 0.00, -0.10], [-0.01, 0.02, 0.00], [0.05, -0.06, 0.02], [0.06, 0.00, 0.05], [-0.05, -0.06, -0.01], [-0.06, 0.16, -0.08], [-0.07, 0.15, 0.02], [-0.02, -0.05, -0.09], [0.10, -0.11, -0.07]],
  "mulliken_charge": [-0.967, 1.066, -0.674, -0.072, -0.119, -0.796, -0.150, -0.402, -0.607, -0.435, -1.170, -0.255, -0.368, 0.166, -0.026, -0.645, 0.677, -0.617, 0.082, -0.611, 0.898, 0.101, 0.164, 0.452, 0.623, 0.047, 1.377, 0.792, 0.160, 0.286, 0.217, -0.112, 0.255, 0.315, -0.534, 0.320, 0.460, -0.624, 0.259, 0.319, -0.520, 0.246, 0.299, -0.534, 0.270, 0.272, -0.570, 0.376, 0.245, -0.605, 0.373, 0.232, -0.641, 0.336, 0.277, -0.598, 0.262, 0.313, -0.642, 0.389, 0.305, -0.623, 0.280, 0.324, -0.489, 0.237, 0.271, -0.635, 0.333, 0.310, -0.707, 0.399, 0.249, -0.585, 0.296, 0.295, -0.626, 0.303, 0.317, -0.643, 0.290, 0.437, -0.640, 0.305, 0.327, -0.648, 0.316, 0.343, -0.603, 0.332, 0.297],
  "gap_ev": 8.250
}



{
  "formula": "C3H5N3S",
  "method": "ωB97M-V/def2-TZVPD",
  "species": ["H", "N", "C", "N", "C", "C", "S", "N", "H", "H", "H", "H"],
  "xyz": [[3.0090, -0.5635, 0.1407], [2.1637, -1.1525, -0.1141], [1.0677, -0.4382, -0.1560], [0.8426, 1.0000, -0.0477], [-0.4873, 1.2366, -0.2089], [-1.1520, 0.0173, -0.1351], [-2.7525, -0.4555, -0.1921], [-0.1612, -0.9912, -0.3171], [1.6806, 1.6566, -0.2855], [-0.9029, 2.2312, -0.0757], [-2.9712, -0.5055, 1.2051], [-0.3365, -2.0353, 0.1865]],
  "forces_ev_per_a": [[-1.44, -0.80, -0.57], [-0.12, 2.12, 0.56], [2.58, 0.28, 0.32], [3.77, -0.73, -1.23], [-2.20, -1.17, 1.30], [2.83, 1.76, -1.23], [-2.38, -0.14, 1.56], [-1.35, -3.34, 2.58], [-2.56, -1.65, 0.59], [0.00, -0.30, -0.31], [0.12, -0.01, -1.47], [0.76, 3.98, -2.11]],
  "mulliken_charge": [0.195, -0.694, 0.232, -0.147, -0.300, 0.060, -0.296, -0.185, 0.286, 0.370, 0.136, 0.342],
  "smiles": "[H]/N=c1\\[nH]cc(S)[nH]1",
  "gap_ev": 8.214
}



{
  "formula": "C4H11AlN3O7",
  "method": "ωB97M-V/def2-TZVPD",
  "species": ["Al", "N", "O", "O", "O", "N", "O", "O", "O", "C", "C", "C", "O", "C", "N", "H", "H", "H", "H", "H", "H", "H", "H", "H", "H", "H"],
  "xyz": [[-2.6249, 1.9649, -0.7565], [-0.5486, -0.7080, -2.6285], [0.4322, -0.9634, -3.2830], [-0.6691, 0.4039, -2.0628], [-1.4886, -1.5021, -2.4845], [-3.9711, 0.0724, -3.8644], [-3.5728, 1.0354, -3.1946], [-3.5270, -1.0351, -3.6399], [-4.7732, 0.2569, -4.7384], [0.2542, -1.0083, 2.6446], [0.2830, 0.3168, 1.9184], [1.4705, 0.3307, 0.9524], [2.6099, 0.3539, 1.7519], [3.8212, 0.3477, 1.0138], [-1.0041, 0.5137, 1.1615], [0.0633, -1.8158, 1.9257], [-0.5981, -1.0673, 3.3338], [1.1469, -1.2431, 3.2145], [0.4329, 1.1728, 2.5767], [1.4321, 1.2613, 0.3662], [1.4372, -0.5539, 0.3035], [4.1343, 1.3742, 0.8002], [3.8046, -0.2483, 0.0992], [4.5734, -0.0914, 1.6716], [-1.5703, 1.1801, 1.6870], [-1.5481, -0.3477, 1.2317]],
  "forces_ev_per_a": [[0.72, -0.77, -0.19], [0.12, 0.40, -0.22], [-0.29, 0.02, -0.10], [0.03, -0.21, 0.16], [0.21, 0.18, 0.79], [-0.36, 0.84, -0.46], [0.32, 0.43, 0.58], [0.11, -1.08, -0.21], [-0.32, -0.14, -0.27], [-1.04, -0.44, 0.39], [0.31, -0.07, -0.78], [-0.52, 0.70, 0.31], [0.29, -0.51, -0.24], [0.61, 0.10, 0.65], [-0.68, 0.41, 0.24], [0.31, 0.07, -0.04], [0.18, 0.20, 0.06], [0.20, 0.19, -0.15], [-0.14, -0.12, 0.18], [-0.10, -0.20, -0.34], [0.08, 0.07, -0.18], [-0.09, -0.04, -0.22], [-0.36, 0.03, -0.03], [-0.01, 0.07, -0.07], [0.23, -0.17, 0.28], [0.20, 0.03, -0.17]],
  "mulliken_charge": [0.924, 1.075, -0.416, -0.366, -0.375, 1.169, -0.422, -0.351, -0.394, -1.495, 0.076, -0.477, -0.330, -0.741, -0.479, 0.421, 0.397, 0.354, 0.281, 0.309, 0.323, 0.274, 0.321, 0.270, 0.379, 0.274],
  "charge": 1,
  "gap_ev": 2.359
}